{
  "formula": "C26H27F25I2O6",
  "method": "ωB97M-V with the def2-TZVPD basis set",
  "e_lumo_ev": -0.17,
  "charge": 0,
  "homo_ha": -0.34078,
  "largest_force_ev_per_a": 2.78,
  "elements": ["C", "C", "C", "C", "C", "C", "F", "O", "C", "O", "O", "C", "C", "I", "C", "C", "I", "H", "H", "H", "H", "H", "H", "H", "H", "H", "H", "H", "H", "H", "H", "H", "C", "C", "C", "F", "F", "F", "F", "O", "C", "C", "F", "F", "F", "F", "H", "H", "H", "H", "C", "C", "C", "F", "F", "F", "F", "O", "C", "C", "F", "F", "F", "F", "H", "H", "H", "H", "C", "C", "C", "F", "F", "F", "F", "O", "C", "C", "F", "F", "F", "F", "H", "H", "H", "H"],
  "coordinates": [[-0.909, 3.370, 4.096], [-0.632, 2.110, 3.271], [-1.800, 1.135, 3.183], [-1.825, 0.041, 4.215], [-2.087, 0.601, 5.622], [-3.523, 1.024, 5.838], [-3.550, 1.780, 7.001], [-3.034, -0.797, 3.988], [-2.803, -1.972, 4.656], [-3.669, -2.792, 4.925], [-1.479, -2.087, 4.920], [-0.869, -1.123, 4.026], [0.623, -1.036, 3.991], [1.374, -1.758, 2.149], [1.430, -0.606, 4.955], [0.930, -0.158, 6.286], [3.514, -0.499, 4.777], [-1.968, 3.561, 4.179], [-0.562, 3.234, 5.113], [-0.380, 4.228, 3.713], [0.276, 1.637, 3.612], [-0.424, 2.443, 2.265], [-2.739, 1.662, 3.173], [-1.736, 0.645, 2.216], [-1.816, -0.094, 6.401], [-1.503, 1.484, 5.812], [-4.196, 0.191, 5.952], [-3.844, 1.680, 5.042], [-1.137, -1.461, 3.035], [1.753, -0.072, 6.974], [0.529, 0.840, 6.177], [0.148, -0.794, 6.666], [2.438, 0.622, -4.304], [1.784, 1.856, -3.654], [2.430, 2.439, -2.392], [2.421, 1.562, -1.370], [1.719, 3.527, -2.008], [0.473, 1.621, -3.437], [1.865, 2.851, -4.583], [1.874, -0.662, -4.057], [2.229, -1.444, -2.986], [1.041, -1.711, -2.057], [0.532, -0.564, -1.575], [1.468, -2.456, -1.007], [3.287, -0.954, -2.313], [2.597, -2.649, -3.478], [2.277, 0.761, -5.371], [3.518, 0.621, -4.165], [3.459, 2.749, -2.596], [0.254, -2.250, -2.589], [-5.991, -2.262, 0.754], [-5.932, -0.804, 1.248], [-6.086, -0.544, 2.748], [-7.290, -0.930, 3.210], [-5.972, 0.791, 2.973], [-6.805, -0.049, 0.547], [-4.679, -0.358, 0.941], [-7.196, -2.750, 0.175], [-8.209, -3.329, 0.903], [-9.520, -2.541, 0.788], [-9.369, -1.281, 1.232], [-10.461, -3.151, 1.544], [-7.866, -3.549, 2.185], [-8.452, -4.537, 0.345], [-5.292, -2.285, -0.080], [-5.594, -2.953, 1.498], [-5.301, -1.054, 3.310], [-9.849, -2.516, -0.253], [7.195, 0.749, -7.978], [8.459, -0.006, -7.521], [8.287, -1.338, -6.780], [7.632, -1.184, -5.614], [9.513, -1.836, -6.504], [9.253, 0.822, -6.810], [9.129, -0.327, -8.663], [6.729, 1.853, -7.206], [5.851, 1.735, -6.158], [6.464, 2.210, -4.836], [7.556, 1.502, -4.519], [5.540, 2.037, -3.852], [5.331, 0.495, -6.050], [4.816, 2.568, -6.414], [7.491, 1.215, -8.915], [6.386, 0.064, -8.227], [7.750, -2.058, -7.404], [6.727, 3.267, -4.903]],
  "atomic_forces_ev_per_a": [[0.3, -0.6, 0.6], [-0.3, 0.7, 0.0], [0.6, -0.7, -0.7], [-1.2, 0.5, 0.7], [0.4, -0.1, 0.0], [0.3, 0.3, -0.1], [-0.1, 0.0, 0.3], [0.0, -0.7, 0.4], [-1.8, -1.2, 0.1], [2.0, 1.9, -0.5], [-0.1, -0.5, -0.1], [0.0, 0.3, -0.2], [0.7, -0.4, -0.1], [-0.1, 0.2, 0.2], [0.0, -0.3, 0.0], [0.2, 0.5, -0.2], [-0.2, 0.0, -0.1], [-0.4, 0.3, -0.2], [0.1, 0.1, 0.4], [0.0, 0.3, -0.2], [0.3, -0.3, 0.1], [0.1, 0.0, -0.4], [-0.4, 0.2, 0.1], [-0.1, -0.2, -0.3], [0.0, -0.4, 0.2], [0.4, 0.3, -0.1], [-0.3, -0.2, 0.0], [-0.4, 0.1, -0.3], [-0.1, -0.1, -0.3], [0.1, -0.2, 0.4], [-0.2, 0.4, 0.1], [-0.1, -0.3, 0.2], [0.4, -0.2, -0.4], [-0.4, -0.4, 0.0], [0.1, 0.3, 0.0], [-0.1, -0.2, -0.1], [0.0, 0.0, 0.0], [0.0, 0.0, 0.1], [0.2, 0.1, 0.0], [-0.3, 0.3, 0.6], [0.3, 0.2, -0.5], [-0.2, -0.1, 0.1], [0.1, 0.1, 0.0], [0.0, 0.0, -0.1], [-0.2, 0.1, 0.0], [0.0, -0.1, 0.0], [-0.1, 0.0, 0.0], [0.0, 0.0, 0.3], [0.0, 0.0, 0.0], [0.1, 0.0, 0.0], [0.3, -0.5, -0.2], [-0.6, 0.0, -0.3], [0.2, 0.0, 0.4], [-0.2, -0.1, -0.2], [0.0, 0.0, -0.1], [-0.1, 0.0, 0.1], [0.2, -0.1, 0.1], [-0.4, 0.6, 0.3], [0.6, -0.1, -0.1], [-0.2, 0.0, -0.1], [0.1, 0.0, 0.1], [0.0, 0.0, 0.0], [0.0, 0.2, -0.1], [0.0, -0.1, 0.0], [0.0, 0.1, 0.0], [-0.1, 0.1, 0.2], [0.0, -0.1, -0.1], [0.0, 0.0, 0.0], [-0.4, 0.1, -0.5], [0.0, 0.5, 0.3], [0.1, -0.2, -0.1], [-0.1, 0.2, 0.0], [0.0, 0.1, 0.0], [-0.1, -0.1, 0.1], [-0.1, -0.1, -0.1], [0.4, -0.3, 0.6], [0.0, -0.1, -0.7], [0.1, 0.2, 0.1], [0.0, -0.2, 0.0], [0.0, 0.0, 0.0], [0.2, 0.0, 0.1], [-0.1, 0.0, 0.1], [0.1, 0.0, 0.0], [0.0, -0.1, 0.2], [0.0, 0.0, 0.0], [-0.1, 0.0, 0.0]]
}

***

{
  "formula": "C26H27N3O2",
  "method": "ωB97M-V with the def2-TZVPD basis set",
  "e_lumo_ev": 0.69,
  "smiles": "Cc1ccccc1C(=O)Nc1ccccc1C(=O)N1CCN(Cc2ccccc2)CC1",
  "charge": 0,
  "homo_ha": -0.31583,
  "largest_force_ev_per_a": 0.46,
  "elements": ["C", "C", "C", "C", "C", "C", "C", "C", "O", "N", "C", "C", "C", "C", "C", "C", "C", "O", "N", "C", "C", "N", "C", "C", "C", "C", "C", "C", "C", "C", "C", "H", "H", "H", "H", "H", "H", "H", "H", "H", "H", "H", "H", "H", "H", "H", "H", "H", "H", "H", "H", "H", "H", "H", "H", "H", "H", "H"],
  "coordinates": [[-4.451, 0.095, -2.629], [-3.319, 1.059, -2.460], [-3.353, 2.301, -3.081], [-2.311, 3.201, -2.946], [-1.205, 2.868, -2.184], [-1.146, 1.631, -1.568], [-2.193, 0.724, -1.701], [-2.112, -0.584, -0.981], [-3.004, -1.026, -0.285], [-0.909, -1.198, -1.173], [-0.433, -2.374, -0.603], [-1.278, -3.328, -0.039], [-0.758, -4.500, 0.475], [0.605, -4.746, 0.434], [1.455, -3.791, -0.091], [0.956, -2.595, -0.592], [1.862, -1.560, -1.163], [1.650, -1.064, -2.263], [2.949, -1.215, -0.426], [3.026, -1.349, 1.013], [2.962, 0.058, 1.649], [2.294, 0.936, 0.711], [1.710, 2.111, 1.317], [0.489, 1.761, 2.131], [0.076, 2.582, 3.171], [-1.072, 2.285, 3.884], [-1.820, 1.165, 3.565], [-1.411, 0.336, 2.534], [-0.262, 0.634, 1.825], [3.151, 1.214, -0.425], [3.758, -0.116, -0.912], [-5.270, 0.552, -3.177], [-4.116, -0.789, -3.172], [-4.809, -0.236, -1.656], [-4.214, 2.568, -3.678], [-2.363, 4.163, -3.435], [-0.391, 3.568, -2.071], [-0.291, 1.378, -0.959], [-0.236, -0.738, -1.781], [-2.338, -3.141, -0.018], [-1.426, -5.235, 0.899], [1.004, -5.674, 0.815], [2.520, -3.972, -0.129], [3.963, -1.849, 1.282], [2.192, -1.955, 1.364], [2.384, 0.019, 2.573], [3.975, 0.422, 1.893], [1.403, 2.784, 0.508], [2.436, 2.663, 1.942], [0.654, 3.461, 3.421], [-1.384, 2.933, 4.691], [-2.719, 0.938, 4.118], [-1.992, -0.534, 2.269], [0.067, -0.015, 1.029], [2.534, 1.655, -1.211], [3.961, 1.924, -0.176], [4.772, -0.253, -0.528], [3.776, -0.156, -2.001]],
  "atomic_forces_ev_per_a": [[-0.1, 0.0, 0.1], [0.1, 0.0, 0.1], [0.0, 0.0, 0.0], [0.1, 0.0, 0.0], [0.0, 0.1, 0.0], [-0.1, 0.0, 0.0], [-0.1, 0.3, 0.0], [0.2, 0.0, 0.0], [-0.2, -0.1, 0.1], [0.3, 0.2, -0.3], [0.2, -0.3, 0.3], [-0.2, 0.0, 0.0], [0.1, 0.0, 0.0], [0.1, -0.1, 0.1], [-0.1, 0.1, -0.1], [-0.3, -0.1, 0.0], [0.2, -0.1, 0.1], [-0.1, 0.2, -0.2], [0.2, -0.2, -0.2], [0.0, 0.0, 0.4], [0.0, -0.1, 0.0], [0.0, 0.2, 0.0], [0.0, 0.0, -0.1], [0.0, 0.0, 0.1], [0.1, 0.0, -0.1], [-0.1, 0.1, 0.1], [-0.1, 0.0, 0.1], [-0.1, 0.0, 0.0], [0.0, 0.0, 0.0], [-0.1, 0.0, -0.1], [0.1, 0.1, -0.3], [0.0, 0.0, -0.1], [0.0, -0.1, 0.0], [-0.1, 0.0, 0.0], [-0.1, 0.0, -0.1], [0.0, 0.1, 0.0], [0.1, 0.1, 0.0], [0.1, -0.1, 0.1], [-0.2, -0.1, 0.0], [0.0, 0.0, 0.0], [-0.1, 0.0, 0.0], [0.0, -0.1, 0.0], [0.1, 0.0, 0.0], [-0.1, 0.0, 0.0], [0.1, 0.1, 0.0], [0.1, 0.0, 0.0], [-0.1, 0.0, 0.0], [0.1, 0.0, 0.0], [-0.1, 0.0, -0.1], [0.1, 0.1, 0.0], [0.0, 0.0, 0.1], [-0.1, 0.0, 0.1], [-0.1, -0.1, 0.0], [0.0, -0.1, -0.1], [0.1, 0.0, 0.0], [0.0, -0.1, 0.0], [0.0, 0.0, 0.0], [0.1, 0.0, 0.1]]
}

***

{
  "formula": "C26H27N3O4S",
  "method": "ωB97M-V with the def2-TZVPD basis set",
  "e_lumo_ev": -0.06,
  "smiles": "CCCCOC(=O)CSC1=C(C#N)[C@H](c2cccnc2)C(C(=O)OCC)=C(c2ccccc2)N1",
  "charge": 0,
  "homo_ha": -0.30986,
  "largest_force_ev_per_a": 1.26,
  "elements": ["C", "C", "C", "C", "O", "C", "O", "C", "S", "C", "C", "C", "N", "C", "C", "C", "C", "C", "N", "C", "C", "C", "O", "O", "C", "C", "C", "C", "C", "C", "C", "C", "C", "N", "H", "H", "H", "H", "H", "H", "H", "H", "H", "H", "H", "H", "H", "H", "H", "H", "H", "H", "H", "H", "H", "H", "H", "H", "H", "H", "H"],
  "coordinates": [[-1.383, -0.140, 3.288], [-2.238, -0.411, 2.057], [-3.699, -0.656, 2.431], [-4.555, -1.040, 1.228], [-4.639, 0.044, 0.295], [-3.883, -0.010, -0.791], [-3.159, -0.921, -1.096], [-4.061, 1.256, -1.607], [-2.726, 1.420, -2.833], [-1.314, 1.130, -1.785], [-0.978, 1.911, -0.738], [-1.738, 3.021, -0.355], [-2.367, 3.915, 0.002], [0.280, 1.631, 0.064], [1.349, 2.618, -0.360], [1.436, 3.867, 0.244], [2.406, 4.757, -0.183], [3.256, 4.360, -1.204], [3.182, 3.177, -1.788], [2.252, 2.334, -1.379], [0.728, 0.203, -0.149], [1.729, -0.256, 0.827], [1.780, 0.137, 1.971], [2.604, -1.122, 0.298], [3.651, -1.584, 1.149], [4.817, -0.607, 1.168], [0.291, -0.533, -1.191], [0.634, -1.943, -1.435], [0.475, -2.892, -0.430], [0.770, -4.219, -0.676], [1.225, -4.612, -1.924], [1.377, -3.673, -2.930], [1.075, -2.345, -2.691], [-0.600, 0.008, -2.100], [-0.343, 0.012, 3.010], [-1.433, -0.980, 3.977], [-1.735, 0.749, 3.807], [-1.851, -1.282, 1.521], [-2.178, 0.444, 1.380], [-4.114, 0.244, 2.889], [-3.761, -1.469, 3.156], [-5.584, -1.245, 1.534], [-4.136, -1.913, 0.717], [-4.096, 2.132, -0.959], [-4.985, 1.198, -2.182], [0.084, 1.788, 1.133], [0.751, 4.136, 1.037], [2.500, 5.733, 0.266], [4.034, 5.015, -1.575], [2.234, 1.378, -1.887], [3.948, -2.549, 0.730], [3.255, -1.721, 2.161], [5.174, -0.429, 0.156], [5.627, -1.013, 1.767], [4.499, 0.340, 1.599], [0.114, -2.582, 0.540], [0.643, -4.951, 0.108], [1.458, -5.650, -2.113], [1.731, -3.976, -3.905], [1.206, -1.611, -3.474], [-1.020, -0.620, -2.771]],
  "atomic_forces_ev_per_a": [[0.0, 0.0, -0.3], [-0.1, 0.0, 0.3], [0.0, 0.1, -0.6], [0.1, -0.5, 0.5], [-0.2, 0.3, 0.2], [0.1, 0.0, -0.3], [-0.1, -0.1, 0.1], [0.5, 0.0, -0.1], [0.0, 0.1, 0.1], [-0.6, 0.5, 0.0], [0.6, -1.1, -0.2], [-0.5, 0.5, 0.0], [-0.1, 0.2, 0.1], [0.0, 0.0, -0.1], [0.1, 0.2, 0.2], [0.1, -0.1, -0.1], [-0.1, -0.1, 0.0], [0.0, 0.3, 0.1], [0.4, -0.1, -0.4], [-0.3, -0.2, 0.2], [-0.4, 0.1, -0.2], [0.1, -0.2, 0.1], [0.1, 0.0, -0.1], [0.0, 0.2, -0.1], [0.4, -0.1, 0.5], [-0.4, -0.1, -0.1], [0.3, 0.3, 0.5], [0.0, -0.3, -0.2], [-0.1, 0.0, -0.1], [0.0, 0.0, 0.1], [0.0, 0.0, -0.1], [0.0, -0.1, -0.1], [0.0, 0.1, 0.1], [0.2, -0.1, -0.3], [0.1, 0.0, 0.1], [0.0, -0.1, 0.1], [0.0, 0.1, 0.1], [0.0, 0.0, -0.1], [0.0, 0.0, -0.1], [0.0, 0.0, 0.1], [-0.1, 0.0, 0.1], [0.1, 0.0, -0.1], [-0.1, 0.1, 0.1], [-0.1, -0.1, 0.0], [0.0, 0.0, 0.0], [0.0, -0.1, -0.2], [-0.1, 0.0, 0.1], [0.0, 0.1, 0.0], [0.0, 0.1, 0.0], [-0.1, -0.1, 0.0], [-0.1, 0.1, 0.1], [0.1, -0.1, -0.2], [0.1, 0.0, -0.1], [0.1, 0.0, 0.1], [0.0, 0.1, 0.0], [0.0, 0.0, 0.1], [0.0, -0.1, 0.1], [0.0, -0.1, 0.0], [0.0, 0.0, -0.1], [0.0, 0.1, -0.1], [-0.1, 0.0, 0.2]]
}

***

{
  "formula": "C26H27N3O4S",
  "method": "ωB97M-V with the def2-TZVPD basis set",
  "e_lumo_ev": -0.18,
  "smiles": "CCCCOC(=O)CSC1=C(C#N)[C@H](c2cccnc2)C(C(=O)OCC)=C(c2ccccc2)N1",
  "charge": 0,
  "homo_ha": -0.31188,
  "largest_force_ev_per_a": 1.16,
  "elements": ["C", "C", "C", "C", "O", "C", "O", "C", "S", "C", "C", "C", "N", "C", "C", "C", "C", "C", "N", "C", "C", "C", "O", "O", "C", "C", "C", "C", "C", "C", "C", "C", "C", "N", "H", "H", "H", "H", "H", "H", "H", "H", "H", "H", "H", "H", "H", "H", "H", "H", "H", "H", "H", "H", "H", "H", "H", "H", "H", "H", "H"],
  "coordinates": [[4.255, 2.495, 3.646], [3.840, 1.044, 3.854], [4.198, 0.144, 2.673], [3.501, 0.568, 1.387], [3.594, -0.514, 0.453], [2.895, -0.399, -0.670], [2.206, 0.549, -0.946], [3.015, -1.636, -1.527], [2.062, -2.990, -0.736], [0.549, -2.079, -0.481], [-0.413, -1.972, -1.414], [-0.280, -2.599, -2.663], [-0.176, -3.092, -3.695], [-1.646, -1.112, -1.204], [-1.735, -0.120, -2.344], [-0.759, 0.856, -2.505], [-0.879, 1.757, -3.550], [-1.976, 1.648, -4.391], [-2.905, 0.717, -4.251], [-2.781, -0.145, -3.260], [-1.562, -0.361, 0.114], [-2.678, 0.541, 0.433], [-2.738, 1.283, 1.387], [-3.671, 0.407, -0.462], [-4.790, 1.279, -0.336], [-4.575, 2.549, -1.148], [-0.529, -0.511, 0.971], [-0.316, 0.266, 2.208], [-0.017, 1.622, 2.130], [0.248, 2.338, 3.283], [0.220, 1.706, 4.516], [-0.065, 0.354, 4.596], [-0.323, -0.369, 3.444], [0.465, -1.434, 0.722], [3.690, 2.948, 2.836], [5.315, 2.561, 3.411], [4.070, 3.070, 4.550], [2.764, 0.999, 4.031], [4.341, 0.653, 4.743], [3.900, -0.882, 2.899], [5.277, 0.147, 2.513], [3.966, 1.452, 0.942], [2.443, 0.795, 1.569], [4.042, -1.993, -1.567], [2.613, -1.460, -2.524], [-2.545, -1.743, -1.221], [0.084, 0.909, -1.830], [-0.138, 2.526, -3.704], [-2.123, 2.333, -5.216], [-3.563, -0.889, -3.184], [-4.938, 1.518, 0.722], [-5.644, 0.712, -0.716], [-3.727, 3.102, -0.752], [-5.462, 3.174, -1.092], [-4.378, 2.298, -2.188], [0.001, 2.107, 1.166], [0.475, 3.391, 3.220], [0.421, 2.269, 5.416], [-0.087, -0.141, 5.555], [-0.556, -1.423, 3.504], [1.214, -1.549, 1.390]],
  "atomic_forces_ev_per_a": [[-0.1, -0.2, 0.1], [0.2, 0.0, -0.2], [-0.2, 0.0, -0.2], [-0.1, 0.4, 0.4], [0.3, -0.3, 0.1], [0.0, 0.0, -0.3], [0.0, 0.1, 0.0], [-0.3, -0.2, 0.2], [-0.2, 0.1, 0.0], [0.4, -0.5, -0.4], [-0.1, 0.4, 1.1], [0.3, -0.4, -0.5], [0.0, -0.1, -0.3], [0.0, 0.1, -0.1], [0.0, 0.1, -0.3], [-0.2, -0.1, 0.0], [-0.1, 0.0, 0.0], [0.3, 0.2, 0.0], [-0.4, -0.1, -0.3], [0.2, -0.1, 0.2], [0.3, -0.3, -0.1], [-0.1, 0.3, 0.5], [-0.1, 0.0, -0.2], [0.2, -0.3, 0.0], [-0.4, 0.5, 0.2], [0.1, -0.4, 0.1], [-0.4, 0.0, -0.2], [0.2, 0.1, 0.3], [0.0, -0.1, 0.1], [0.0, 0.0, -0.1], [-0.1, 0.0, 0.1], [0.0, 0.1, 0.1], [0.0, 0.0, -0.2], [0.0, 0.1, 0.2], [0.0, 0.1, -0.1], [0.1, 0.1, 0.0], [0.0, 0.1, 0.0], [0.0, -0.1, 0.0], [-0.1, 0.0, 0.0], [0.0, 0.0, 0.0], [0.1, -0.1, 0.0], [-0.1, -0.1, 0.0], [0.2, 0.0, 0.0], [0.0, 0.0, 0.0], [0.1, 0.1, 0.1], [0.1, 0.1, 0.0], [0.1, 0.0, 0.1], [0.1, 0.1, 0.0], [0.1, 0.1, 0.0], [0.0, -0.1, 0.1], [-0.1, -0.1, -0.2], [0.1, 0.0, 0.1], [0.0, 0.1, 0.0], [-0.1, 0.1, 0.0], [0.0, 0.0, -0.1], [0.0, 0.0, -0.1], [0.0, 0.1, 0.0], [0.0, 0.0, 0.1], [0.0, 0.0, 0.1], [0.0, -0.1, 0.0], [-0.1, 0.1, -0.1]]
}